1.
2 unconnected molecules or ions with the total composition C4H13N4. Source: the OMol25 dataset; level of theory: ωB97M-V with the def2-TZVPD basis set.

Geometry (Å):
N (2.32778, 0.60944, -0.38558)
N (0.95982, -1.19342, 2.57979)
N (-1.17681, -0.49622, -2.87060)
N (-1.91319, 0.88790, 0.51656)
C (-1.45617, -0.26974, -1.52594)
C (1.88908, 0.26070, 0.91613)
C (1.48969, -0.97843, 1.26160)
C (-1.66590, 0.94170, -0.91523)
H (-0.74647, 0.26567, -3.38057)
H (1.89791, 1.03792, 1.70006)
H (-1.00775, 0.58378, 0.99147)
H (2.42289, -0.22194, -1.00757)
H (1.45577, -1.90759, 3.10152)
H (1.08376, -0.35441, 3.09698)
H (-0.83606, -1.42674, -3.10282)
H (1.80106, 1.40980, -0.78360)
H (1.57107, -1.81481, 0.55089)
H (-2.19501, 1.77654, 0.90444)
H (-1.71238, 1.85891, -1.44721)
H (-1.61408, -1.17878, -0.92839)
H (-2.57499, 0.20972, 0.72808)

Computed properties:
Kohn-Sham gap (alpha / beta) in eV: 9.2 / 5.5
Relative energy (zero: lowest compared OMol25 entry of this formula, charge and spin) in kcal/mol: 13.4
Max |F| in eV Å⁻¹: 4.0
E in eV: -10300.2973
Highest occupied orbital energy (alpha / beta) in eV: -16.35 / -16.35
Charge: +2
Spin multiplicity: 2

2.
5 unconnected molecules or ions with the total composition C3H14O5. Source: the OMol25 dataset; level of theory: ωB97M-V with the def2-TZVPD basis set.

Geometry (Å):
O (-1.74877, 0.59738, 0.35806)
O (-0.63647, 2.62004, -0.79448)
O (2.41067, 1.49349, -0.84030)
O (-1.07699, -3.09606, 0.53392)
O (-1.09591, 2.12616, 2.28311)
C (0.12736, -1.61568, -0.91176)
C (1.38299, -2.01835, -0.12013)
C (-1.11929, -2.19171, -0.25569)
H (2.58550, 1.46936, 0.10828)
H (-1.15570, 2.53366, 1.39308)
H (-1.93534, -1.50009, -0.39928)
H (1.96983, 0.69193, -1.13795)
H (0.26327, 2.39641, -1.07948)
H (0.23545, -0.54613, -0.87768)
H (2.22107, -1.35978, -0.42660)
H (-1.32151, 1.04280, 1.14162)
H (0.12188, -1.98648, -1.90682)
H (-0.25883, 2.22283, 2.73960)
H (1.59951, -3.04792, -0.31220)
H (-1.22818, 1.87014, -0.92195)
H (-2.62914, 0.23991, 0.48736)
H (1.28860, -1.94193, 0.93929)

Computed properties:
Kohn-Sham gap in eV: 10.0
SMILES string: CCC=O.O.O.O.O
Relative energy (zero: lowest compared OMol25 entry of this formula, charge and spin) in kcal/mol: 33.1
Max |F| in eV Å⁻¹: 2.4
E in eV: -13574.5616
Highest occupied orbital energy in eV: -9.79

3.
3 unconnected molecules or ions with the total composition C11H24OSi. Source: the OMol25 dataset; level of theory: ωB97M-V with the def2-TZVPD basis set.

Geometry (Å):
Si (4.72359, -1.87029, 0.03906)
O (5.90486, -1.65472, 1.21386)
C (4.62656, -0.19627, -0.91833)
C (0.30625, -1.33879, -0.29212)
C (-6.09133, -1.83493, 0.00342)
C (1.73357, 1.85320, 0.28000)
C (0.38935, 1.97340, 0.78148)
C (-0.63383, -0.34051, 0.18559)
C (-5.43666, -0.57970, -0.59990)
C (-5.50043, -2.43684, 1.03302)
C (-0.22086, 0.68059, 1.28615)
C (2.18911, 3.16409, -0.27466)
C (0.49893, -1.62002, -1.56353)
H (0.79482, -2.10243, 0.29325)
H (1.92720, 3.23798, -1.24831)
H (0.02723, -0.91947, -2.34050)
H (3.77417, 0.04054, -1.46816)
H (1.27398, -2.41240, -1.89566)
H (-1.00027, 0.35135, -0.55864)
H (-1.09484, 0.96726, 1.79845)
H (-4.80763, -1.92241, 1.72339)
H (-4.47360, -0.39577, 0.00204)
H (6.65472, -0.93497, 1.13789)
H (0.30490, 2.67912, 1.59158)
H (1.78429, 3.99201, 0.36383)
H (-6.17238, 0.34505, -0.52817)
H (2.44447, 1.30400, 0.99538)
H (0.51007, 0.26423, 2.01440)
H (3.32930, 3.17685, -0.27756)
H (-5.20216, -0.77836, -1.57748)
H (-6.95967, -2.16700, -0.64890)
H (1.56771, 1.22414, -0.50890)
H (4.92841, 0.62727, -0.30525)
H (-1.48088, -0.91025, 0.56002)
H (-0.12086, 2.25713, -0.06264)
H (5.48220, -0.29758, -1.56177)
H (-5.98031, -3.42552, 1.32769)

Computed properties:
Kohn-Sham gap in eV: 8.5
Relative energy (zero: lowest compared OMol25 entry of this formula, charge and spin) in kcal/mol: 81.5
Max |F| in eV Å⁻¹: 4.7
E in eV: -21717.5820
Highest occupied orbital energy in eV: -8.27

4.
A molecular structure, C21H32N11O4S3Tc. Source: the OMol25 dataset; level of theory: ωB97M-V with the def2-TZVPD basis set.

Geometry (Å):
Tc (0.63679, -0.80923, -0.37033)
S (-3.94308, -1.89034, -0.94122)
S (-1.83964, -1.80986, -2.98765)
S (-1.78990, 1.46045, -1.76800)
O (1.33810, 1.37286, -3.81083)
O (1.36955, 1.68438, -1.67572)
O (-3.81917, -1.60100, 2.82540)
O (0.14134, -0.86499, 1.47221)
N (-1.17197, 4.00622, -2.53917)
N (2.70302, -0.35538, 0.49202)
N (4.81438, 0.22033, 1.64829)
N (1.32560, -1.14134, -4.60078)
N (-1.40938, -1.34026, -0.39384)
N (1.30140, 0.99210, -2.66767)
N (-1.99096, -1.33083, 0.87116)
N (-2.62840, 3.93518, -0.96333)
N (1.02638, -2.69852, -1.36963)
N (1.18491, -2.54704, -2.77109)
N (1.16303, -0.34649, -2.36107)
C (-0.51771, -0.69043, 4.16820)
C (-1.51441, 5.30807, -2.27118)
C (3.78685, -0.18082, -0.48966)
C (-2.80957, -1.29475, 3.64906)
C (-3.09907, -1.26140, 5.01646)
C (-0.81418, -0.65052, 5.50678)
C (-3.57009, 3.45183, 0.03549)
C (-4.42786, -2.39476, -2.61689)
C (2.54808, 0.90387, 1.25574)
C (4.37606, -1.01119, 2.23661)
C (-3.54432, -1.65762, -3.60005)
C (-1.14736, -1.07588, 1.80908)
C (-1.50051, -1.01323, 3.21041)
C (-2.28271, -1.64538, -1.31958)
C (-1.85168, 3.15628, -1.74085)
C (3.92749, 1.31266, 1.91723)
C (-2.11967, -0.94518, 5.92531)
C (1.21382, -1.30151, -3.30434)
C (-2.43430, 5.25947, -1.28066)
C (5.15250, 0.09884, 0.26025)
C (3.08693, -1.43485, 1.42393)
H (-5.47421, -2.12245, -2.74791)
H (0.20855, -3.28766, -1.18522)
H (-3.22158, 2.49112, 0.40910)
H (2.22299, 1.68952, 0.57448)
H (5.85583, -0.71994, 0.12029)
H (4.31966, 2.22866, 1.48063)
H (-4.32719, -3.47606, -2.70007)
H (4.14231, -0.85520, 3.28755)
H (5.60327, 1.02290, -0.09757)
H (3.80949, 1.44548, 2.99134)
H (3.87935, -1.08869, -1.08428)
H (-0.05572, -0.39900, 6.23241)
H (2.26189, -1.63086, 2.10540)
H (5.15198, -1.77037, 2.15105)
H (-3.61813, 4.17473, 0.84531)
H (1.79246, 0.74708, 2.02219)
H (1.12363, -3.37596, -3.34766)
H (-2.96543, 6.04998, -0.78510)
H (0.48524, -0.46912, 3.83150)
H (-2.36196, -0.92451, 6.97816)
H (3.54057, 0.65659, -1.13795)
H (-1.09582, 6.14405, -2.79768)
H (-3.58054, -2.08773, -4.59953)
H (1.37615, -1.92654, -5.23254)
H (-4.55641, 3.33353, -0.41004)
H (-4.10718, -1.49247, 5.32767)
H (-3.50452, -1.61284, 1.90394)
H (1.34748, -0.19756, -4.97546)
H (3.29976, -2.33140, 0.84269)
H (-0.49628, 3.69715, -3.21995)
H (-3.77607, -0.59352, -3.64445)
H (1.85011, -3.18865, -1.01839)

Computed properties:
Kohn-Sham gap (alpha / beta) in eV: 5.6 / 2.6
Max |F| in eV Å⁻¹: 1.1
E in eV: -81552.6798
Highest occupied orbital energy (alpha / beta) in eV: -14.52 / -14.46
Charge: +3
Spin multiplicity: 4

5.
A gas-phase ion, C3H7N2O (charge +1). Source: the OMol25 dataset; level of theory: ωB97M-V with the def2-TZVPD basis set.

Geometry (Å):
O (-0.27863, 0.06696, 1.70249)
N (1.98401, 0.62086, 1.05149)
N (-0.23351, 0.47992, -1.54805)
C (0.08055, -0.39888, -0.36149)
C (-1.05639, -0.64579, 0.66696)
C (0.81417, 0.23356, 0.95739)
H (-1.33434, -1.67374, 0.91881)
H (0.59245, -1.29195, -0.92122)
H (0.53669, 0.26732, -2.22123)
H (-2.05516, -0.14897, 0.76733)
H (-1.09521, 0.20564, -1.95524)
H (2.28808, 0.85349, 2.01119)
H (-0.24272, 1.43159, -1.06844)

Computed properties:
Kohn-Sham gap in eV: 10.7
SMILES string: [H]/N=C1\OC[C@H]1[NH3+]
Relative energy (zero: lowest compared OMol25 entry of this formula, charge and spin) in kcal/mol: 72.2
Max |F| in eV Å⁻¹: 3.2
E in eV: -8243.0074
Highest occupied orbital energy in eV: -14.85
Charge: +1

6.
A molecular structure, C8H10. Source: the OMol25 dataset; level of theory: ωB97M-V with the def2-TZVPD basis set.

Geometry (Å):
C (-2.25412, -0.11601, -0.02481)
C (2.01257, 0.05163, -0.34764)
C (-0.09914, -0.78850, 0.23295)
C (1.30753, -1.24249, 0.15036)
C (-1.25626, -1.20779, 0.03180)
C (1.16271, 1.19435, 0.26518)
C (-1.45017, 1.08725, -0.06036)
C (-0.13799, 0.62161, 0.00909)
H (-1.86093, -2.04776, 0.07783)
H (1.17503, 2.47685, -0.14901)
H (-1.90282, 2.10978, -0.01978)
H (1.41181, -2.00841, -0.73312)
H (-2.65316, -0.28856, -1.07462)
H (1.11635, 1.03603, 1.55300)
H (-3.03662, 0.09582, 0.62075)
H (3.14188, 0.09712, -0.26509)
H (1.47507, 0.21392, -1.49336)
H (1.84826, -1.28484, 1.22683)

Computed properties:
Kohn-Sham gap in eV: 9.2
Relative energy (zero: lowest compared OMol25 entry of this formula, charge and spin) in kcal/mol: 126.3
Max |F| in eV Å⁻¹: 7.7
E in eV: -8452.7935
Highest occupied orbital energy in eV: -8.14